{
  "formula": "C35H28EuF6N7O2P2S3Se",
  "method": "ωB97M-V/def2-TZVPD",
  "energy_ev": -203348.4758,
  "total_charge": -1,
  "largest_force_ev_per_a": 1.7,
  "gap_ha": [0.2103, 0.2017],
  "lumo_ev": [0.69, 0.46],
  "relative_energy_kcal_mol": 2.11,
  "multiplicity": 8,
  "elements": ["Eu", "O", "C", "O", "C", "P", "C", "C", "C", "C", "C", "C", "C", "C", "C", "C", "C", "C", "H", "H", "H", "H", "H", "H", "H", "H", "H", "H", "H", "H", "S", "C", "S", "C", "C", "N", "C", "N", "N", "N", "C", "N", "S", "H", "H", "H", "H", "H", "F", "P", "F", "F", "F", "F", "F", "C", "C", "C", "C", "C", "C", "C", "C", "C", "C", "H", "H", "H", "H", "H", "H", "H", "Se", "N", "C", "C", "C", "C", "C", "C", "N", "H", "H", "H", "H"],
  "coordinates": [[1.388, 0.077, -0.560], [1.674, -3.231, 2.480], [0.971, -2.389, 1.913], [1.230, -1.873, 0.777], [-0.320, -1.932, 2.600], [-1.128, -0.450, 1.871], [-2.841, -1.054, 1.583], [-3.975, -0.439, 2.105], [-5.244, -0.872, 1.746], [-5.400, -1.924, 0.856], [-4.277, -2.559, 0.345], [-3.011, -2.134, 0.716], [-1.386, 0.774, 3.212], [-1.963, 2.000, 2.877], [-2.140, 2.991, 3.829], [-1.737, 2.782, 5.141], [-1.161, 1.571, 5.491], [-0.988, 0.582, 4.532], [-0.129, -1.835, 3.667], [-1.027, -2.762, 2.494], [-3.885, 0.393, 2.789], [-6.112, -0.372, 2.158], [-6.388, -2.245, 0.554], [-4.378, -3.363, -0.371], [-2.152, -2.624, 0.274], [-2.283, 2.192, 1.859], [-2.588, 3.932, 3.537], [-1.867, 3.558, 5.884], [-0.839, 1.392, 6.508], [-0.531, -0.349, 4.835], [-0.685, -1.725, -1.751], [-0.676, -0.666, -3.111], [0.687, 0.363, -3.289], [-1.768, -0.629, -3.964], [-2.925, -1.422, -3.684], [-3.870, -2.049, -3.471], [-1.835, 0.264, -5.080], [-1.915, 0.974, -5.983], [3.703, -0.640, 0.667], [3.710, -1.148, 1.989], [2.971, -0.518, 2.928], [2.953, -1.132, 4.138], [2.112, 0.896, 2.654], [4.006, -1.385, 0.047], [4.385, 0.115, 0.620], [3.707, -2.161, 2.036], [3.030, -2.141, 4.135], [2.254, -0.764, 4.762], [3.429, 0.668, -1.746], [3.713, 2.302, -1.438], [4.310, 2.482, -2.891], [3.026, 1.959, 0.040], [2.214, 2.561, -1.952], [3.908, 3.821, -1.031], [5.140, 1.893, -0.835], [-4.475, 2.414, -1.817], [-3.993, 1.100, -1.647], [-2.743, 0.872, -1.144], [-1.918, 1.954, -0.769], [-0.615, 1.889, -0.229], [0.139, 2.890, 0.273], [-0.404, 4.200, 0.084], [-1.620, 4.378, -0.488], [-2.409, 3.280, -0.920], [-3.700, 3.480, -1.465], [-5.457, 2.574, -2.245], [-4.595, 0.252, -1.945], [-2.367, -0.136, -1.056], [1.089, 2.765, 0.772], [0.179, 5.049, 0.421], [-2.022, 5.377, -0.604], [-4.050, 4.496, -1.603], [1.828, -3.625, -1.397], [2.703, -2.117, -1.754], [3.617, -2.439, -2.687], [4.539, -1.528, -3.306], [5.409, -1.998, -4.231], [5.439, -3.379, -4.618], [4.582, -4.268, -4.070], [3.646, -3.815, -3.086], [2.765, -4.616, -2.490], [4.511, -0.485, -3.048], [6.095, -1.308, -4.705], [6.152, -3.700, -5.366], [4.574, -5.311, -4.351]],
  "forces_ev_per_a": [[-0.366, -1.618, -0.245], [0.024, -0.001, 0.036], [-0.035, 0.148, -0.070], [0.005, 0.207, -0.232], [-0.157, -0.239, 0.112], [-0.057, 0.365, -0.328], [0.049, -0.001, 0.112], [-0.041, 0.069, -0.008], [0.032, -0.025, -0.025], [-0.004, 0.003, 0.005], [0.006, 0.026, 0.023], [0.044, -0.059, -0.084], [0.138, -0.151, 0.192], [0.022, 0.036, -0.112], [0.013, -0.018, 0.048], [-0.017, 0.006, -0.007], [-0.005, -0.015, -0.085], [-0.018, -0.035, 0.039], [0.004, -0.030, -0.011], [0.046, 0.041, 0.057], [0.022, -0.015, 0.003], [-0.021, -0.004, 0.000], [-0.009, 0.003, 0.002], [-0.003, -0.014, -0.010], [-0.014, 0.033, 0.044], [0.022, -0.039, -0.018], [-0.010, 0.027, 0.001], [-0.006, 0.024, 0.002], [0.004, 0.010, 0.024], [0.000, -0.022, 0.009], [0.386, 0.253, 0.415], [-0.114, -0.075, -0.067], [0.061, 0.181, 0.213], [-0.133, 0.031, -0.032], [0.317, 0.147, -0.260], [-0.125, -0.016, 0.070], [-0.012, -0.206, 0.248], [-0.019, 0.048, -0.074], [-0.059, 0.201, 0.068], [0.034, 0.026, -0.005], [-0.302, -0.025, -0.175], [0.022, 0.046, 0.025], [0.110, -0.066, 0.084], [-0.011, -0.007, 0.028], [0.025, -0.072, -0.049], [-0.042, 0.003, 0.023], [0.011, -0.027, -0.010], [0.021, 0.007, -0.003], [0.189, 0.149, -0.049], [-0.036, 0.193, 0.006], [0.015, -0.020, 0.076], [0.195, 0.323, 0.003], [-0.011, 0.225, -0.146], [0.002, -0.088, -0.041], [-0.003, -0.062, 0.023], [0.005, -0.072, -0.023], [-0.062, 0.013, -0.022], [0.036, 0.040, 0.020], [0.171, 0.450, -0.002], [-0.127, -0.477, 0.203], [-0.691, 0.276, -0.244], [0.551, 0.029, 0.227], [-0.091, 0.009, -0.043], [-0.231, 0.065, -0.018], [0.110, -0.024, 0.031], [-0.016, -0.011, 0.006], [-0.032, 0.002, -0.004], [-0.014, -0.001, 0.064], [0.009, -0.004, 0.043], [-0.002, 0.013, -0.018], [-0.002, 0.010, -0.014], [-0.023, 0.011, 0.005], [-0.049, -0.052, 0.292], [0.256, -0.484, -0.391], [0.046, 0.468, 0.034], [-0.234, -0.175, 0.170], [0.081, -0.186, -0.132], [0.095, 0.266, -0.006], [-0.186, -0.033, 0.163], [0.116, -0.256, -0.169], [0.068, 0.219, 0.011], [0.022, 0.056, -0.012], [0.007, -0.005, -0.009], [0.012, 0.005, -0.012], [-0.016, -0.030, 0.008]]
}

---

{
  "formula": "C33H46HgN3O2",
  "method": "ωB97M-V/def2-TZVPD",
  "energy_ev": -47705.3889,
  "largest_force_ev_per_a": 3.5,
  "gap_ha": [0.2342, 0.2050],
  "lumo_ev": [0.15, -0.99],
  "relative_energy_kcal_mol": 10.03,
  "multiplicity": 2,
  "elements": ["Hg", "C", "C", "C", "C", "C", "C", "C", "N", "C", "C", "C", "C", "C", "C", "O", "C", "C", "C", "C", "C", "C", "C", "C", "C", "O", "C", "C", "C", "C", "C", "C", "H", "H", "H", "H", "H", "H", "H", "H", "H", "H", "H", "H", "H", "H", "H", "H", "H", "H", "H", "H", "H", "H", "H", "H", "H", "H", "H", "H", "H", "H", "H", "H", "H", "H", "H", "H", "H", "H", "H", "H", "N", "C", "C", "C", "N", "C", "C", "H", "H", "H", "H", "H", "H"],
  "coordinates": [[-0.777, -2.417, 0.092], [4.229, 3.387, 1.291], [3.183, 3.144, 0.156], [2.045, 4.150, 0.339], [3.969, 3.505, -1.110], [2.728, 1.671, 0.139], [1.456, 1.263, 0.386], [0.964, 0.020, 0.040], [-0.356, -0.357, 0.129], [-1.493, 0.450, 0.068], [-1.518, 1.868, -0.166], [-2.652, 2.611, -0.206], [-3.837, 1.882, -0.047], [-3.930, 0.499, -0.041], [-2.765, -0.258, -0.002], [-2.786, -1.570, 0.039], [-5.276, -0.186, 0.059], [-6.407, 0.815, 0.040], [-5.560, -1.124, -1.097], [-5.371, -0.998, 1.348], [-2.603, 4.178, -0.129], [-3.958, 4.905, -0.221], [-1.700, 4.678, -1.212], [-1.962, 4.523, 1.199], [1.897, -1.099, -0.314], [1.528, -2.251, -0.599], [3.325, -0.767, -0.203], [3.658, 0.582, 0.018], [4.375, -1.806, -0.111], [4.165, -2.615, 1.206], [5.780, -1.200, -0.073], [4.357, -2.766, -1.316], [4.608, 4.401, 1.421], [5.142, 2.795, 0.922], [3.929, 2.966, 2.210], [2.435, 5.205, 0.247], [1.741, 3.989, 1.403], [1.197, 4.031, -0.359], [4.339, 4.559, -0.933], [3.251, 3.646, -2.009], [4.758, 2.773, -1.454], [0.699, 1.898, 0.805], [-0.585, 2.364, -0.342], [-4.839, 2.337, 0.070], [-6.391, 1.445, -0.814], [-6.448, 1.375, 0.986], [-7.341, 0.246, -0.036], [-5.538, -0.686, -2.069], [-6.566, -1.516, -0.969], [-4.828, -1.954, -1.129], [-5.280, -0.377, 2.160], [-4.734, -1.875, 1.404], [-6.400, -1.334, 1.353], [-4.467, 4.722, -1.162], [-3.764, 6.004, -0.113], [-4.661, 4.585, 0.574], [-2.049, 4.329, -2.209], [-0.637, 4.387, -1.127], [-1.789, 5.754, -1.219], [-2.531, 4.136, 2.032], [-1.903, 5.636, 1.303], [-0.962, 4.104, 1.278], [4.688, 0.816, 0.049], [4.112, -1.800, 1.945], [4.957, -3.269, 1.275], [3.217, -3.162, 1.059], [5.901, -0.488, 0.751], [6.088, -0.672, -1.028], [6.450, -2.057, -0.012], [3.560, -3.471, -1.238], [5.324, -3.368, -1.345], [4.417, -2.201, -2.207], [1.060, -8.489, 0.009], [0.726, -7.201, 0.011], [1.636, -6.168, 0.030], [1.133, -4.882, 0.045], [-0.179, -4.572, -0.014], [-1.057, -5.600, -0.132], [-0.642, -6.879, -0.105], [2.024, -8.821, -0.169], [0.388, -9.096, -0.387], [2.755, -6.291, 0.029], [1.813, -4.054, 0.111], [-2.085, -5.268, -0.303], [-1.379, -7.669, -0.297]],
  "forces_ev_per_a": [[-0.096, -1.617, -0.215], [1.693, -1.458, -1.967], [1.045, 0.178, 0.276], [0.129, 0.271, 0.912], [-1.014, 0.915, -2.155], [0.980, -0.454, 0.628], [-0.938, 1.223, -0.366], [-0.452, -2.818, 0.010], [0.295, 2.015, -0.304], [-0.246, 0.420, -0.878], [1.272, -1.373, 0.029], [-1.633, 0.744, 0.832], [-1.549, 0.128, -0.125], [-0.038, 0.473, 0.108], [1.798, -0.380, 0.514], [-0.406, 0.051, -0.066], [0.370, -0.059, -0.340], [-0.906, -0.642, 1.292], [0.743, -1.411, 0.056], [-1.028, -1.208, -1.838], [-0.072, -1.572, 0.199], [0.034, 0.066, 0.514], [0.227, -0.046, -1.696], [0.135, 1.116, 0.433], [1.609, 2.555, 0.867], [-0.588, -0.938, -0.471], [-1.544, 2.473, 0.558], [-1.256, -0.574, -1.142], [0.732, -0.941, -0.543], [-2.047, 2.403, -1.624], [0.399, 0.295, -0.973], [2.123, -0.798, 1.152], [-0.499, 0.167, -0.173], [-1.017, 0.742, 0.909], [-0.435, -0.362, 1.229], [-0.359, -1.096, 0.092], [-0.404, 0.472, -0.846], [0.442, -0.092, 0.403], [0.231, -1.247, -0.338], [0.985, -0.467, 1.274], [-0.707, 0.933, 0.717], [0.157, 0.606, 0.001], [0.255, 0.124, 0.043], [1.182, 0.418, -0.253], [0.148, 0.773, -0.670], [-0.057, 0.169, -0.403], [-0.004, 0.105, 0.187], [0.103, 0.800, -0.719], [-0.104, -0.328, 0.043], [-0.463, 0.324, 0.132], [0.590, 1.451, 2.182], [0.253, 0.217, -0.091], [-0.405, -0.445, 0.266], [0.041, 0.028, -0.267], [-0.289, -0.913, -0.097], [0.463, 0.226, -0.245], [0.192, 0.173, 0.528], [-0.626, 0.163, 0.149], [0.394, 0.553, -0.111], [-0.292, -0.088, 0.284], [0.084, -0.758, 0.025], [0.160, 0.052, -0.047], [0.835, 0.377, -0.033], [-0.014, -0.986, 0.444], [1.780, -1.511, 0.759], [0.390, 0.319, 0.694], [0.288, -0.419, 0.002], [-0.646, -0.459, 0.954], [0.332, 0.225, 0.432], [-0.709, -0.188, -0.477], [-1.011, 0.532, 0.326], [-0.589, 0.458, -1.181], [1.939, -1.803, -0.076], [-0.543, 0.541, -0.569], [1.177, 0.821, 0.231], [-0.337, -0.003, 0.285], [0.432, -0.142, 0.136], [-0.005, 1.786, -0.083], [-0.539, -1.164, -0.374], [-0.982, 0.795, 0.306], [-0.650, -0.718, -0.121], [-1.426, -0.091, 0.083], [-0.112, 0.169, -0.138], [0.228, -0.517, 0.208], [0.369, 0.237, 0.315]]
}

---

{
  "formula": "C21H25N2",
  "method": "ωB97M-V/def2-TZVPD",
  "energy_ev": -25156.0219,
  "total_charge": 1,
  "largest_force_ev_per_a": 2.5,
  "gap_ha": 0.1897,
  "lumo_ev": -5.17,
  "relative_energy_kcal_mol": 44.25,
  "elements": ["C", "N", "C", "C", "C", "C", "C", "C", "C", "C", "C", "C", "C", "C", "C", "C", "C", "H", "H", "H", "H", "H", "H", "H", "H", "H", "H", "H", "H", "H", "H", "C", "C", "C", "C", "C", "N", "H", "H", "H", "H", "H", "H", "H", "H", "H", "H", "H"],
  "coordinates": [[-1.007, -2.644, 4.305], [-0.114, -2.370, 3.194], [-0.169, -2.971, 1.978], [0.920, -2.531, 1.181], [1.216, -2.998, -0.099], [2.240, -2.473, -0.960], [2.426, -1.078, -1.143], [3.466, -0.593, -1.933], [4.349, -1.486, -2.555], [4.158, -2.870, -2.423], [3.102, -3.357, -1.663], [1.681, -1.594, 2.024], [2.909, -0.946, 1.932], [3.344, -0.141, 3.004], [2.616, -0.068, 4.202], [1.416, -0.779, 4.348], [0.978, -1.504, 3.249], [-0.701, -2.055, 5.173], [-2.041, -2.383, 4.045], [-0.973, -3.710, 4.567], [-0.921, -3.716, 1.733], [0.704, -3.914, -0.411], [1.742, -0.383, -0.649], [3.597, 0.485, -2.057], [5.183, -1.107, -3.144], [4.840, -3.570, -2.915], [2.939, -4.432, -1.556], [3.525, -1.072, 1.043], [4.272, 0.426, 2.906], [2.985, 0.534, 5.033], [0.844, -0.774, 5.275], [-3.306, -2.061, -0.196], [-2.683, -1.052, -1.144], [-3.605, -0.689, -2.337], [-2.663, -0.519, -3.542], [-1.390, -1.307, -3.173], [-1.454, -1.448, -1.754], [-4.248, -1.660, 0.193], [-3.527, -2.998, -0.722], [-2.649, -2.281, 0.652], [-2.512, -0.117, -0.578], [-4.295, -1.520, -2.525], [-4.190, 0.211, -2.127], [-3.111, -0.874, -4.471], [-2.415, 0.542, -3.653], [-1.417, -2.294, -3.673], [-0.471, -0.806, -3.517], [-0.694, -1.855, -1.226]],
  "forces_ev_per_a": [[-0.614, -0.220, 0.378], [-0.595, -1.198, -2.129], [0.220, 0.439, 1.800], [0.656, 0.191, -1.125], [-0.239, -0.228, 1.417], [0.811, 0.473, -0.895], [0.005, -0.223, 0.190], [-0.080, -0.212, 0.020], [-0.258, -0.190, 0.207], [-0.005, 0.146, 0.049], [-0.421, 0.093, 0.243], [-0.220, 0.281, 0.769], [0.239, 0.431, 0.210], [-0.217, -0.429, -0.202], [-0.397, -0.190, -0.210], [0.334, 0.230, -0.171], [0.859, 0.092, -0.201], [-0.110, -0.200, -0.276], [0.323, 0.003, 0.027], [0.081, 0.335, -0.087], [0.055, 0.247, 0.111], [0.007, 0.281, -0.064], [0.200, -0.195, -0.190], [-0.072, -0.404, 0.027], [-0.243, -0.099, 0.119], [-0.277, 0.283, 0.171], [0.126, 0.287, -0.102], [-0.138, 0.251, 0.314], [-0.281, -0.305, 0.057], [-0.091, -0.149, -0.265], [0.325, 0.127, -0.206], [-0.202, -0.201, -0.189], [-0.394, 1.151, 0.276], [0.236, -0.544, 0.024], [0.245, 0.385, 0.343], [-0.070, -0.565, -0.982], [0.694, -0.453, 0.433], [0.128, -0.088, 0.059], [0.073, 0.117, 0.096], [-0.024, 0.039, -0.003], [-0.176, -0.136, 0.118], [0.013, 0.125, 0.083], [0.041, -0.206, -0.066], [0.085, 0.109, 0.066], [-0.022, -0.135, -0.117], [0.072, 0.227, -0.011], [-0.242, -0.005, 0.107], [-0.440, 0.231, -0.223]]
}